[1]
Entry from the Open Molecules 2025 dataset: a cluster of 3 separate species, C3H13N3O in total at a distorted geometry (ωB97M-V/def2-TZVPD).

Computed properties:
Multiplicity ... 1
Calculated total energy ... -9833.35052 eV
Frontier orbital gap (spin up / spin down) ... 7.93 / 8.41 eV
Energy above the lowest of the compared OMol25 structures with the same formula, charge and spin ... 160.32 kcal per mole

Structure (XYZ):
```
20
C3H13N3O, DFT ωB97M-V/def2-TZVPD
C -1.82460 -0.90466 -1.02721
C -1.97179 -0.35896 1.27046
C 0.87094 0.78997 -1.15706
N -1.60831 0.11649 -0.03841
N 0.60779 0.19204 0.13580
H 0.38649 0.77091 0.92153
H -1.33044 -1.87521 -0.79997
H -1.47924 -0.57001 -2.00883
H -2.89749 -1.13935 -1.13069
H -1.47824 -1.30992 1.56624
H -3.05474 -0.55571 1.33823
H -1.74051 0.39278 2.03182
H 1.77713 1.39699 -1.10299
H 0.01990 1.40357 -1.45004
H 1.01345 -0.00099 -1.89086
N 2.62411 0.06034 0.97197
O 3.32178 1.21370 0.52689
H 3.29283 1.79951 1.29285
H 2.94217 -0.62341 0.27855
H 0.52878 -0.79807 0.27171
```

***

[2]
Entry from the Open Molecules 2025 dataset: a cluster of 3 separate species, C3H13N3O2 in total at a distorted geometry (ωB97M-V/def2-TZVPD).

Computed properties:
Multiplicity ... 1
Structure (SMILES) ... CN(N)O.C=N.CO
Calculated total energy ... -11883.54695 eV
Frontier orbital gap ... 9.60 eV
Energy above the lowest of the compared OMol25 structures with the same formula, charge and spin ... 96.36 kcal per mole

Structure (XYZ):
```
21
C3H13N3O2, DFT ωB97M-V/def2-TZVPD
C -2.02354 0.85991 0.01965
N -1.11946 -0.26908 -0.05714
N -1.08918 -0.93862 1.14240
O -1.60314 -1.18508 -1.11058
H -3.03206 0.57090 0.33944
H -2.07188 1.33338 -0.95799
H -1.58891 1.55633 0.73358
H -0.40644 -1.68853 1.09655
H -1.99820 -1.32390 1.41529
H -1.20144 -0.86179 -1.92459
C 1.40808 -1.40080 -1.66897
N 1.45305 -0.15504 -1.59614
H 1.35844 -1.95740 -0.74297
H 1.42830 -2.00201 -2.58531
H 1.51082 0.34525 -2.48334
C 1.61770 1.16936 1.73560
O 1.07993 1.78043 0.59400
H 2.58869 0.70801 1.52571
H 1.75569 1.95008 2.48352
H 0.94151 0.40968 2.13688
H 0.99199 1.09897 -0.09557
```

***

[3]
Entry from the Open Molecules 2025 dataset: a structure of composition C3H13N4 (ωB97M-V/def2-TZVPD).

Computed properties:
Multiplicity ... 1
Calculated total energy ... -9276.49078 eV
Net charge ... +1
Frontier orbital gap ... 10.74 eV
Energy above the lowest of the compared OMol25 structures with the same formula, charge and spin ... 24.30 kcal per mole

Structure (XYZ):
```
20
C3H13N4, DFT ωB97M-V/def2-TZVPD
C -2.78740 0.82873 -2.95511
N -2.13098 1.05617 -1.66639
C -1.19084 0.26892 -1.17357
N -0.64737 0.32807 0.00246
H -2.95772 1.78519 -3.43823
H -3.73967 0.31883 -2.82057
H -2.13927 0.22337 -3.57890
H -2.51244 1.78291 -1.08233
H -0.83814 -0.50812 -1.84691
H -1.00211 1.07088 0.60609
H 0.33643 -0.31803 0.45660
N 1.40382 -0.94268 0.93129
C 1.87378 -0.26166 2.18419
N 3.04641 -0.78479 2.80773
H 2.17554 -0.95616 0.26732
H 1.19678 -1.91982 1.13706
H 2.04398 0.78013 1.92611
H 1.04571 -0.29476 2.89219
H 2.94698 -1.74173 3.11591
H 3.87650 -0.71545 2.23504
```

***

[4]
Entry from the Open Molecules 2025 dataset: the ion C3H13N4 with charge +1 at a distorted geometry (ωB97M-V/def2-TZVPD).

Computed properties:
Multiplicity ... 1
Structure (SMILES) ... C[NH2+]NN(C)CN
Calculated total energy ... -9272.67583 eV
Net charge ... +1
Frontier orbital gap ... 10.81 eV
Energy above the lowest of the compared OMol25 structures with the same formula, charge and spin ... 112.27 kcal per mole

Structure (XYZ):
```
20
C3H13N4, DFT ωB97M-V/def2-TZVPD
C -2.58134 -0.06318 0.28534
N -1.26874 0.20310 -0.32602
N -0.19662 0.91821 0.83018
N 1.06422 0.56769 0.60763
C 1.70805 1.20180 -0.54742
C 1.28312 -0.77601 0.80206
N 0.81560 -1.56716 -0.34506
H -2.25107 -0.47430 1.26353
H -3.18856 0.76799 0.53172
H -3.12058 -0.77449 -0.16763
H -0.56300 -0.69413 -0.52697
H -1.42347 0.78595 -1.20351
H -0.39344 1.89577 0.79184
H 1.16854 1.03600 -1.49973
H 1.61574 2.20095 -0.26998
H 2.71162 0.91794 -0.66289
H 2.33641 -0.88677 1.13882
H 0.68449 -1.08810 1.55542
H 1.38271 -1.43026 -1.11321
H 0.80136 -2.57031 0.05102
```

***

[5]
Entry from the Open Molecules 2025 dataset: a cluster of 2 separate species, C3H13N4 in total at a distorted geometry (ωB97M-V/def2-TZVPD).

Computed properties:
Multiplicity ... 1
Calculated total energy ... -9276.14011 eV
Net charge ... +1
Frontier orbital gap ... 9.11 eV
Energy above the lowest of the compared OMol25 structures with the same formula, charge and spin ... 32.38 kcal per mole

Structure (XYZ):
```
20
C3H13N4, DFT ωB97M-V/def2-TZVPD
C 1.67247 -1.22174 -0.74102
N 1.15144 -0.68744 0.53981
C 1.59051 -1.07834 1.68841
N 1.18598 -0.63156 2.86192
H 1.83197 -0.38717 -1.41880
H 0.93732 -1.88707 -1.17407
H 2.59998 -1.74985 -0.56148
H 0.55076 0.11388 0.40593
H 2.35181 -1.85143 1.69043
H 0.49966 0.10177 2.96722
H 1.60128 -1.02700 3.69002
N -2.70905 1.53663 -0.39523
C -1.40060 0.99194 -0.65107
N -0.92685 0.83666 -2.03038
H -2.86000 2.41825 -0.86989
H -3.45002 0.89812 -0.63733
H -0.67435 1.65143 -0.15666
H -1.36856 -0.00097 -0.19700
H -1.58132 0.23822 -2.51808
H -1.00243 1.73566 -2.49273
```

***

[6]
Entry from the Open Molecules 2025 dataset: a cluster of 2 separate species, C3H13N5O in total at a distorted geometry (ωB97M-V/def2-TZVPD).

Computed properties:
Multiplicity ... 1
Structure (SMILES) ... CN(C)ON.N=C(N)N
Calculated total energy ... -12815.55885 eV
Frontier orbital gap ... 9.34 eV
Energy above the lowest of the compared OMol25 structures with the same formula, charge and spin ... 47.81 kcal per mole

Structure (XYZ):
```
22
C3H13N5O, DFT ωB97M-V/def2-TZVPD
C -1.68048 1.10471 -0.27068
N -0.74650 -0.00487 -0.22789
C -0.76000 -0.77632 -1.45476
O -1.29529 -0.97486 0.97651
N -0.46216 -1.99885 1.25091
H -1.34100 1.81911 -1.02117
H -1.69368 1.57701 0.70805
H -2.69237 0.76573 -0.51716
H -0.17520 -1.68905 -1.32008
H -1.77570 -1.05107 -1.75890
H -0.31520 -0.17951 -2.25087
H 0.55688 -1.65300 1.09864
H -0.64906 -2.77761 0.60989
N 1.49588 1.49456 -0.78659
C 1.17508 0.75802 0.22201
N 1.80136 -0.55462 0.49559
N 0.84487 1.39627 1.41341
H 1.82149 0.96378 -1.58841
H 2.30358 -0.91446 -0.30660
H 2.40261 -0.51147 1.30947
H 0.78335 2.39770 1.31436
H 0.40153 0.80880 2.10426
```

***

[7]
Entry from the Open Molecules 2025 dataset: a cluster of 3 separate species, C3H13NO2 in total at a distorted geometry (ωB97M-V/def2-TZVPD).

Computed properties:
Multiplicity ... 1
Structure (SMILES) ... CN(C)C.O.O
Calculated total energy ... -8906.58928 eV
Frontier orbital gap ... 10.21 eV
Energy above the lowest of the compared OMol25 structures with the same formula, charge and spin ... 19.29 kcal per mole

Structure (XYZ):
```
19
C3H13NO2, DFT ωB97M-V/def2-TZVPD
C -0.62404 -0.72495 -1.32868
N -0.50108 0.06240 -0.10205
C -1.29396 -0.61592 0.93525
C -1.13093 1.37196 -0.35263
H -0.15091 -1.69605 -1.21062
H -1.67967 -0.86555 -1.61981
H -0.13738 -0.17649 -2.14314
H -1.25111 -0.02036 1.83864
H -0.79547 -1.56952 1.15837
H -2.33744 -0.74780 0.65418
H -0.91935 2.00528 0.51372
H -0.70993 1.78155 -1.26970
H -2.21251 1.25334 -0.45323
O 2.95857 -0.17381 -0.90495
H 2.79134 0.14321 -0.00658
H 3.56678 0.46464 -1.29311
O 1.79160 0.02825 1.75575
H 0.89381 0.10630 1.37419
H 1.74167 -0.62648 2.45440
```

***

[8]
Entry from the Open Molecules 2025 dataset: a cluster of 3 separate species, C3H13NO2 in total at a distorted geometry (ωB97M-V/def2-TZVPD).

Computed properties:
Multiplicity ... 1
Structure (SMILES) ... CCCN.O.O
Calculated total energy ... -8905.67478 eV
Frontier orbital gap ... 8.93 eV
Energy above the lowest of the compared OMol25 structures with the same formula, charge and spin ... 40.38 kcal per mole

Structure (XYZ):
```
19
C3H13NO2, DFT ωB97M-V/def2-TZVPD
C -0.16362 -2.57610 -0.41685
C -0.04601 -1.03032 -0.62900
C 1.43022 -0.47848 -0.94759
N 1.19451 1.00880 -1.26223
H -1.28469 -2.87158 -0.25739
H 0.41573 -3.02196 0.48147
H 0.10320 -3.04424 -1.30005
H -0.81453 -0.57319 -1.25441
H -0.29070 -0.71567 0.37728
H 1.77141 -1.05282 -1.84845
H 1.96236 -0.49280 -0.04889
H 0.86855 1.54854 -0.40885
H 0.51071 1.26357 -1.93634
O -0.26111 1.82429 2.62943
H -0.43126 2.00893 3.50588
H 0.21328 1.04773 2.68201
O -1.77092 2.14294 -0.07184
H -1.58662 3.07208 -0.18905
H -1.82050 1.94025 0.89487
```

***

[9]
Entry from the Open Molecules 2025 dataset: a cluster of 3 separate species, C3H13NO2S in total at a distorted geometry (ωB97M-V/def2-TZVPD).

Computed properties:
Multiplicity ... 2
Calculated total energy ... -19739.45544 eV
Net charge ... -1
Frontier orbital gap (spin up / spin down) ... 1.86 / 8.37 eV
Energy above the lowest of the compared OMol25 structures with the same formula, charge and spin ... 49.82 kcal per mole

Structure (XYZ):
```
20
C3H13NO2S, DFT ωB97M-V/def2-TZVPD
C 1.24763 -1.07828 -1.17922
N 1.69943 -0.06944 -0.23364
C 0.61349 0.86561 0.15380
C -0.37135 0.11128 1.07252
S -1.75086 1.26389 1.64688
H 0.50321 -1.65689 -0.73989
H 0.65397 -0.45774 -1.92111
H 1.78411 -1.67157 -1.90377
H 2.49585 0.34673 -0.70430
H 0.17617 1.02363 -0.84642
H 1.00478 1.78240 0.67571
H 0.13654 -0.35935 1.97005
H -0.93161 -0.57640 0.35643
H -0.91727 2.09909 2.21682
H -2.06275 -2.11450 4.57400
H -1.44612 -0.83198 3.93643
O -2.26941 -1.18606 4.20967
H -0.26261 0.10861 -4.28235
H -0.54503 1.49242 -4.58222
O 0.24182 0.90855 -4.41940
```

***

[10]
Entry from the Open Molecules 2025 dataset: a cluster of 3 separate species, C3H13NO2S in total at a distorted geometry (ωB97M-V/def2-TZVPD).

Computed properties:
Multiplicity ... 1
Structure (SMILES) ... NCCCS.O.O
Calculated total energy ... -19741.74782 eV
Frontier orbital gap ... 9.55 eV
Energy above the lowest of the compared OMol25 structures with the same formula, charge and spin ... 16.02 kcal per mole

Structure (XYZ):
```
20
C3H13NO2S, DFT ωB97M-V/def2-TZVPD
N 2.16119 -0.50976 -0.15960
C 1.07842 -0.63974 0.84121
C 0.07353 0.50357 0.68311
C -0.54920 1.03712 1.96056
S -2.32869 1.46492 1.87902
H 2.93945 -0.10635 0.32841
H 2.42923 -1.42479 -0.48452
H 1.46819 -0.58642 1.86359
H 0.46009 -1.52762 0.71403
H -0.74241 0.30767 -0.02209
H 0.41638 1.35153 0.08676
H -0.49851 0.30754 2.77217
H -0.10471 1.96508 2.33244
H -2.66157 0.82507 0.74950
O -1.89016 -1.40357 -1.53671
H -1.41501 -0.81815 -2.14440
H -1.98436 -2.22316 -2.02504
O 0.42528 0.14389 -2.83450
H 0.66765 0.33787 -1.90823
H 0.05521 0.99530 -3.09571
```

***

[11]
Entry from the Open Molecules 2025 dataset: a cluster of 3 separate species, C3H13NO2S in total at a distorted geometry (ωB97M-V/def2-TZVPD).

Computed properties:
Multiplicity ... 1
Structure (SMILES) ... C[C@H](N)CS.O.O
Calculated total energy ... -19741.72367 eV
Frontier orbital gap ... 9.10 eV
Energy above the lowest of the compared OMol25 structures with the same formula, charge and spin ... 16.58 kcal per mole

Structure (XYZ):
```
20
C3H13NO2S, DFT ωB97M-V/def2-TZVPD
C -0.17397 -0.36662 -1.79666
C -1.42697 -0.12954 -0.95979
N -2.49408 0.22302 -1.88316
C -1.11838 1.04929 -0.02785
S -2.21846 1.16190 1.40566
H 0.41168 -1.19343 -1.40144
H -0.41475 -0.43090 -2.85678
H 0.43612 0.53779 -1.75317
H -1.59250 -1.01723 -0.35220
H -3.43822 0.16457 -1.54187
H -2.37883 -0.12232 -2.81735
H -1.13340 1.98221 -0.60536
H -0.09179 0.96142 0.30960
H -1.33526 0.96935 2.35231
O 2.39784 1.18671 1.50389
H 3.16821 1.17350 2.08250
H 2.71150 0.71771 0.72113
O 2.75539 -1.96322 2.34379
H 3.02671 -2.81822 1.98892
H 2.90917 -2.08598 3.28782
```

***

[12]
Entry from the Open Molecules 2025 dataset: a cluster of 3 separate species, C3H13NO2S in total at a distorted geometry (ωB97M-V/def2-TZVPD).

Computed properties:
Multiplicity ... 1
Structure (SMILES) ... CNCCS.O.O
Calculated total energy ... -19741.21644 eV
Frontier orbital gap ... 9.44 eV
Energy above the lowest of the compared OMol25 structures with the same formula, charge and spin ... 28.27 kcal per mole

Structure (XYZ):
```
20
C3H13NO2S, DFT ωB97M-V/def2-TZVPD
C 2.52905 -0.60118 -0.77386
N 1.19140 -0.00442 -0.56122
C 0.67112 -0.21948 0.78950
C -0.50524 0.63196 1.26595
S -2.14906 0.17661 0.38772
H 3.16480 -0.12128 -0.01328
H 2.47663 -1.69633 -0.64183
H 2.98962 -0.36234 -1.72111
H 0.49311 -0.43070 -1.16802
H 1.55962 0.00814 1.40087
H 0.54765 -1.26979 1.13593
H -0.34066 1.63865 0.92792
H -0.66590 0.32563 2.30854
H -1.89658 0.21071 -0.96908
O -2.82250 4.23637 -0.10583
H -3.69083 4.30473 0.31878
H -2.93472 3.40233 -0.58215
O 0.16101 -3.20899 -0.72267
H -0.65772 -2.92838 -0.28110
H -0.12079 -4.09225 -0.99505
```